This record from the OMol25 dataset describes a molecular structure, C25H40BrCuNOP2 at a distorted geometry. The level of theory is the ωB97M-V functional and the def2-TZVPD basis.

```
71
Properties=species:S:1:pos:R:3
C 4.37629 -0.30538 -5.67913
C 5.08618 0.60625 -4.85901
C 6.23200 1.24250 -5.37147
C 6.64750 0.89785 -6.66449
N 5.98580 0.01874 -7.41838
C 4.87524 -0.56013 -6.96230
C 4.59745 0.83774 -3.54020
C 3.70294 0.28039 -2.75701
C 2.77017 -0.68683 -2.36280
C 1.38713 -0.49004 -2.60281
C 0.45840 -1.03941 -1.72700
C 0.90179 -1.76470 -0.60521
C 2.24355 -2.17704 -0.51904
C 3.17265 -1.65668 -1.40638
Cu 4.38436 1.74233 -2.02063
P 0.05256 2.56913 -0.94634
H 6.79921 1.96402 -4.78676
H 3.47413 -0.81419 -5.33902
H 7.54037 1.34603 -7.09821
H 4.35233 -1.25576 -7.62083
H 4.22332 -1.95593 -1.31733
H 1.05216 0.13559 -3.43810
H 2.56757 -2.82523 0.28897
H -0.59553 -0.82560 -1.86491
C -0.73058 2.70266 0.72302
C -1.12203 4.08814 1.22097
H 0.01097 2.25090 1.40350
H -1.59707 2.02166 0.69829
H -1.52854 3.99384 2.23517
H -0.26124 4.76489 1.27224
H -1.89899 4.55188 0.60195
C 0.67432 4.25509 -1.36418
C 1.24803 4.30371 -2.78174
H 1.45272 4.52509 -0.63316
H -0.15080 4.97048 -1.24723
H 1.73031 5.27487 -2.95245
H 2.00375 3.52135 -2.94848
H 0.46365 4.18429 -3.54106
C -1.45276 2.44863 -2.01273
C -2.34044 3.68178 -2.12437
H -2.03228 1.59418 -1.61202
H -1.07875 2.16473 -3.00970
H -3.12658 3.47496 -2.86116
H -2.84427 3.91991 -1.18012
H -1.79740 4.56779 -2.47225
Br -0.19995 -2.02123 0.80633
P 4.83136 1.79948 -0.03345
C 3.88917 3.40455 -0.19712
C 3.75864 4.32771 1.01817
H 2.87429 3.10595 -0.52603
H 4.35428 3.96245 -1.03195
H 3.01505 5.11444 0.81099
H 3.42739 3.78206 1.90939
H 4.71734 4.81569 1.23108
C 3.88811 0.83173 1.19148
C 4.57307 0.49248 2.53231
H 3.61795 -0.07812 0.63228
H 2.96610 1.40994 1.39657
H 3.87630 -0.11030 3.13151
H 5.49660 -0.08713 2.39904
H 4.80038 1.39462 3.11702
C 6.53515 1.07339 -0.33057
C 7.50774 1.77552 -1.29894
H 6.37020 0.06169 -0.78231
H 6.94402 0.86667 0.67428
H 7.08586 1.81386 -2.30667
H 7.77841 2.79627 -1.00958
H 8.42964 1.18967 -1.35753
O -2.64342 0.17051 -0.40880
H -3.56764 0.06258 -0.13981
H -2.12195 -0.46982 0.11012
```

As for the spin multiplicity: 2. For the HOMO energy (alpha / beta), the calculation gives -13.55 / -13.07 eV. As for the expectation value of S²: 0.762. As for the total charge: +2. The calculation puts the gap between HOMO and LUMO (alpha / beta) at 5.69 / 3.20 eV.



This record from the OMol25 dataset describes a molecular structure, C25H40BrNOP2Zn at a distorted geometry. The level of theory is the ωB97M-V functional and the def2-TZVPD basis.

```
71
Properties=species:S:1:pos:R:3
C -2.92062 -4.52067 -0.28505
C -2.83774 -3.37453 -1.11784
C -3.80265 -3.26482 -2.13580
C -4.82478 -4.21602 -2.24591
N -4.93582 -5.20844 -1.37115
C -3.98020 -5.41651 -0.47335
C -1.85588 -2.31111 -1.00320
C -0.73208 -1.98148 -0.43411
C 0.55679 -2.17809 0.17628
C 0.96627 -1.43764 1.29948
C 2.28416 -1.48716 1.73969
C 3.23065 -2.27432 1.05752
C 2.83057 -3.01470 -0.06897
C 1.49067 -3.03200 -0.44893
Zn -1.07026 -0.45944 -1.50288
P -0.12209 2.02282 1.54534
H -3.77121 -2.43856 -2.83803
H -2.21813 -4.70199 0.53117
H -5.55272 -4.17354 -3.06152
H -4.06064 -6.32530 0.13011
H 1.14845 -3.65535 -1.27708
H 0.22614 -0.78671 1.76695
H 3.55507 -3.63376 -0.58193
H 2.59490 -0.92062 2.61393
C 1.06021 3.39551 1.68222
C 0.66362 4.58564 2.54506
H 1.25469 3.73449 0.65486
H 1.99547 2.94084 2.04174
H 1.53669 5.23050 2.68460
H -0.11617 5.19451 2.07445
H 0.32816 4.31042 3.54832
C -1.77542 2.81836 1.52762
C -2.93170 1.80408 1.44880
H -1.81844 3.49751 0.65427
H -1.85619 3.43144 2.43956
H -3.83020 2.33460 1.09115
H -2.73762 0.96528 0.74502
H -3.18429 1.39493 2.44247
C -0.00335 1.25869 3.21898
C -0.55931 2.03544 4.40661
H 1.07371 1.06428 3.35800
H -0.50608 0.27997 3.17253
H -0.61778 1.34275 5.25702
H 0.10761 2.84918 4.71377
H -1.56893 2.42774 4.22651
Br 4.98764 -2.30034 1.61611
P 0.67245 0.49769 -2.73742
C -0.47815 1.73838 -1.88814
C 0.02002 3.19512 -1.93917
H -0.48975 1.43547 -0.79830
H -1.48578 1.68278 -2.34608
H -0.42399 3.72666 -1.08154
H 1.11512 3.25995 -1.85884
H -0.31317 3.68101 -2.86996
C 2.12614 0.54785 -1.63379
C 3.49331 0.46955 -2.31842
H 1.97777 -0.26718 -0.91304
H 2.06493 1.49217 -1.07887
H 4.23543 0.18922 -1.56563
H 3.53463 -0.27233 -3.11976
H 3.80056 1.44152 -2.72084
C 0.75253 -1.23367 -3.46284
C -0.33737 -1.41729 -4.52845
H 0.70148 -1.95575 -2.62617
H 1.74520 -1.32147 -3.91821
H -0.91116 -2.33605 -4.37048
H -1.05123 -0.58231 -4.56223
H 0.14335 -1.49586 -5.51088
O 3.43936 0.68375 3.31215
H 3.71202 0.38928 4.19562
H 4.25513 0.64563 2.77692
```

As for the spin multiplicity: 1. For the HOMO energy, the calculation gives -13.59 eV. As for the total charge: +2. The calculation puts the gap between HOMO and LUMO at 5.11 eV.



This record from the OMol25 dataset describes a molecular structure, C25H40CoOP2 at a distorted geometry. The level of theory is the ωB97M-V functional and the def2-TZVPD basis.

```
69
Properties=species:S:1:pos:R:3
Co -0.09409 0.29999 0.26485
C 1.67294 -3.68313 -1.12895
C 1.51955 -2.55962 -0.13989
C 2.42530 -1.49563 -0.13492
C 2.36912 -0.49243 0.81816
C 3.47325 0.53078 0.91954
C 1.33652 -0.53785 1.78666
C 0.39843 -1.58941 1.78693
C -0.58394 -1.73957 2.91909
C 0.50863 -2.58111 0.80656
H 1.98466 -3.31194 -2.10704
H 0.74873 -4.25133 -1.23616
H 2.44845 -4.37274 -0.78927
H 3.23523 -1.48560 -0.85961
H 4.36843 0.05284 1.32058
H 3.21331 1.34557 1.59356
H 3.74019 0.94408 -0.05367
H 1.39764 0.12219 2.64018
H -0.19807 -2.47328 3.63006
H -1.55358 -2.10406 2.57407
H -0.72712 -0.80468 3.46203
H -0.18871 -3.41478 0.82302
C -1.99075 1.92560 2.52335
P -0.36897 2.07484 1.71997
C 0.74567 2.49684 3.08223
C -0.46283 3.62661 0.77803
C -1.43084 3.44421 -0.37441
P -0.98956 1.91210 -1.26135
C -2.43624 1.61957 -2.30775
C 0.31585 2.40868 -2.41489
H -2.20834 2.82700 3.09879
H -1.98093 1.06937 3.19908
H -2.77754 1.76609 1.78455
H 0.41416 3.43884 3.52032
H 1.76974 2.61172 2.72913
H 0.72273 1.72858 3.85511
H 0.54376 3.85412 0.41575
H -0.75996 4.43663 1.44417
H -1.41710 4.29376 -1.05708
H -2.45327 3.33349 -0.00860
H -2.55733 2.47653 -2.97031
H -3.33267 1.51489 -1.69826
H -2.31112 0.72121 -2.91171
H -0.00409 3.29381 -2.96545
H 0.51198 1.59541 -3.11070
H 1.24023 2.63014 -1.88012
C -3.78238 -5.96710 -0.37201
C -3.02169 -4.77802 -0.88317
C -3.07953 -3.54677 -0.22247
C -2.37078 -2.45018 -0.66513
C -2.64848 -1.12230 -0.00292
C -1.53849 -2.58653 -1.80213
C -0.59569 -1.58046 -2.22655
O -0.09626 -0.66200 -1.55847
C -1.53136 -3.79962 -2.53086
C -0.73700 -3.98006 -3.80693
C -2.25946 -4.87077 -2.04143
H -4.55470 -5.67872 0.33752
H -3.10055 -6.65442 0.13310
H -4.24010 -6.51955 -1.19130
H -3.73292 -3.44045 0.63787
H -3.37551 -1.23938 0.79866
H -3.04252 -0.40076 -0.71874
H -1.75570 -0.68251 0.43333
H -0.23439 -1.66331 -3.25468
H 0.33915 -3.89203 -3.64220
H -1.02297 -3.24593 -4.56292
H -0.92206 -4.96594 -4.22510
H -2.23684 -5.81102 -2.58147
```

As for the spin multiplicity: 2. For the HOMO energy (alpha / beta), the calculation gives -14.55 / -14.51 eV. As for the expectation value of S²: 0.815. As for the total charge: +2. The calculation puts the gap between HOMO and LUMO (alpha / beta) at 7.74 / 8.46 eV.



Let's list ΔE to the lowest compared entry with this formula, charge and spin in order: 26.02, 0.00, 16.76 kcal per mole.
Let's list electronic energy in order: -163350.1352, -167128.6468, -84813.9417 eV.